1.
{
  "formula": "C4H11CuO3",
  "method": "the ωB97M-V functional and the def2-TZVPD basis",
  "symbols": ["C", "O", "C", "C", "O", "C", "H", "H", "H", "H", "H", "H", "H", "H", "H", "Cu", "O", "H", "H"],
  "xyz": [[-0.28965, 1.36276, -1.55207], [-0.22487, 0.15266, -0.80267], [-0.33197, 0.33307, 0.58138], [0.15450, -0.89673, 1.30721], [1.52890, -0.77827, 1.57615], [2.01965, -1.79249, 2.41456], [-0.19702, 2.42304, -1.86261], [0.80090, 1.57907, -1.45835], [-1.38825, 0.52191, 0.85725], [0.25220, 1.21095, 0.91831], [-0.03037, -1.79602, 0.69043], [-0.42477, -1.00364, 2.24286], [3.09886, -1.63790, 2.53173], [1.53753, -1.75632, 3.40741], [1.84135, -2.79046, 1.97756], [-2.69110, 1.71310, -2.01012], [-2.32425, 0.91110, -3.55934], [-2.36078, 1.29298, -4.43792], [-0.97087, 0.95119, -2.82178]],
  "spin_multiplicity": 2,
  "total_charge": 1,
  "de_lowest_ev": 6.607,
  "max_force_ev_per_a": 3.7
}

2.
{
  "formula": "C21H59F3N6O8S",
  "method": "the ωB97M-V functional and the def2-TZVPD basis",
  "symbols": ["N", "H", "H", "H", "H", "C", "F", "F", "F", "S", "O", "O", "O", "C", "C", "C", "O", "C", "N", "H", "H", "H", "H", "H", "H", "H", "H", "H", "H", "H", "C", "C", "C", "O", "C", "N", "H", "H", "H", "H", "H", "H", "H", "H", "H", "H", "H", "C", "C", "C", "O", "C", "N", "H", "H", "H", "H", "H", "H", "H", "H", "H", "H", "H", "C", "C", "C", "O", "C", "N", "H", "H", "H", "H", "H", "H", "H", "H", "H", "H", "H", "C", "C", "C", "O", "C", "N", "H", "H", "H", "H", "H", "H", "H", "H", "H", "H", "H"],
  "xyz": [[-13.07845, 18.27154, -12.90318], [-13.86949, 18.60190, -13.43724], [-12.71425, 17.52057, -13.47194], [-13.41472, 17.92036, -12.01791], [-12.32931, 18.94095, -12.79933], [-12.32838, 14.62465, -15.09934], [-13.16987, 14.26961, -14.01182], [-11.77236, 13.47194, -15.58974], [-13.04541, 15.24170, -16.06380], [-11.08806, 15.99150, -14.60046], [-10.16133, 15.27741, -13.72534], [-10.44875, 16.46374, -15.88983], [-11.87205, 17.04893, -13.91428], [-15.78935, 17.23532, -11.27105], [-15.59219, 16.42126, -9.98776], [-14.91126, 17.29534, -8.92809], [-13.60746, 17.62216, -9.34459], [-12.97039, 18.29501, -8.31605], [-16.88428, 15.97366, -9.46229], [-14.86469, 17.59538, -11.72211], [-16.41718, 18.11447, -11.12605], [-16.15833, 16.59833, -12.07491], [-14.86517, 15.61712, -10.10129], [-14.81864, 16.69088, -8.02577], [-15.54274, 18.17918, -8.83787], [-13.60106, 19.09091, -7.91994], [-12.08075, 18.78071, -8.71697], [-12.70062, 17.62063, -7.50332], [-16.83265, 15.15630, -8.87123], [-17.43957, 16.63690, -8.94087], [-10.03443, 21.18703, -13.05393], [-11.08038, 20.08946, -13.45898], [-10.71804, 19.13373, -14.66476], [-10.88261, 19.89010, -15.93807], [-12.17201, 19.54428, -16.42520], [-11.41934, 19.31735, -12.18657], [-10.47112, 21.93784, -12.39539], [-9.70002, 21.70279, -13.95408], [-9.19711, 20.92125, -12.40867], [-12.05446, 20.50977, -13.70916], [-11.23641, 18.17569, -14.62541], [-9.70228, 18.77416, -14.50030], [-12.56736, 20.13192, -17.25374], [-13.08760, 19.51927, -15.83429], [-12.03960, 18.57387, -16.90359], [-10.60177, 18.74610, -12.02732], [-11.62077, 19.93744, -11.41521], [-14.69128, 16.52792, -13.35113], [-14.55195, 17.78517, -14.30487], [-15.49389, 17.70266, -15.52203], [-16.72848, 17.42259, -15.00571], [-17.83958, 17.48993, -15.99484], [-14.76474, 18.95284, -13.46625], [-13.90314, 16.37991, -12.61286], [-14.69175, 15.55674, -13.84603], [-15.54540, 16.75853, -12.71443], [-13.52867, 17.63034, -14.64696], [-15.09854, 16.92112, -16.17089], [-15.62067, 18.61608, -16.10312], [-18.82350, 17.07828, -15.77001], [-17.46385, 17.00172, -16.89405], [-18.08330, 18.51762, -16.26421], [-15.67743, 18.76632, -13.07597], [-14.89373, 19.84814, -13.91560], [-12.20944, 15.76932, -12.43395], [-12.98195, 16.24027, -11.14588], [-12.59540, 15.54248, -9.86795], [-12.68381, 14.12124, -10.08838], [-12.29074, 13.11622, -9.03009], [-12.93992, 17.69021, -11.18149], [-11.20539, 16.19354, -12.43401], [-12.71578, 16.09482, -13.34267], [-11.96558, 14.70696, -12.42732], [-14.03444, 15.99547, -11.28886], [-13.28499, 15.72078, -9.04287], [-11.53647, 15.64828, -9.63222], [-13.05330, 13.23156, -8.25983], [-11.27605, 13.35045, -8.70812], [-12.35657, 12.11612, -9.45853], [-12.09301, 18.18957, -10.95019], [-13.51469, 18.00912, -10.41465], [-14.91897, 19.95701, -11.27817], [-13.68578, 20.78385, -11.11939], [-13.96847, 21.53859, -9.82299], [-13.99914, 20.62293, -8.69360], [-14.92114, 21.18306, -7.70718], [-12.60774, 19.81689, -10.91944], [-15.30455, 19.35856, -10.45276], [-14.89200, 19.32965, -12.16912], [-15.74793, 20.59706, -11.58027], [-13.61746, 21.46409, -11.96833], [-14.88734, 22.09113, -10.01921], [-13.13980, 22.21093, -9.60085], [-15.82949, 20.63775, -7.45096], [-15.10136, 22.24598, -7.86782], [-14.31479, 21.14341, -6.80226], [-13.07108, 19.02147, -10.50384], [-12.04052, 20.13118, -10.14512]],
  "total_charge": 0,
  "de_lowest_ev": 48.082,
  "max_force_ev_per_a": 19.7
}

3.
{
  "formula": "CH6OSi",
  "method": "the ωB97M-V functional and the def2-TZVPD basis",
  "symbols": ["C", "Si", "H", "H", "H", "H", "O", "H", "H"],
  "xyz": [[-1.98310, 0.90562, -0.13187], [-1.43876, -0.76757, 0.01313], [-1.28081, 1.65970, 0.40120], [-3.11097, 1.15466, 0.04993], [-0.02944, -1.07763, 0.44984], [-2.16970, -2.00981, -0.71141], [3.04761, -0.26594, -0.06575], [2.98357, 0.73068, -0.28597], [3.98161, -0.32971, 0.28090]],
  "total_charge": 0,
  "smiles": "C=[SiH2].O",
  "de_lowest_ev": 3.635,
  "max_force_ev_per_a": 2.9
}

4.
{
  "formula": "C23H45N3O11",
  "method": "the ωB97M-V functional and the def2-TZVPD basis",
  "symbols": ["O", "C", "C", "C", "O", "C", "O", "C", "C", "O", "H", "H", "H", "H", "C", "N", "C", "C", "O", "H", "H", "H", "H", "H", "H", "H", "C", "N", "C", "C", "O", "H", "H", "H", "H", "H", "H", "H", "C", "N", "C", "C", "O", "H", "H", "H", "H", "H", "H", "H", "C", "O", "C", "C", "O", "C", "H", "H", "H", "H", "H", "H", "H", "H", "H", "H", "C", "O", "C", "C", "O", "C", "H", "H", "H", "H", "H", "H", "H", "H", "H", "H"],
  "xyz": [[-25.68380, -9.87246, 18.32046], [-25.38161, -10.92239, 17.71323], [-24.15750, -10.96057, 16.86064], [-23.67387, -12.10209, 16.34615], [-22.50945, -12.14610, 15.67646], [-24.35050, -13.40460, 16.55233], [-23.73473, -14.39223, 16.36535], [-25.72813, -13.29153, 17.08644], [-26.21917, -12.14324, 17.62899], [-27.45580, -12.05726, 18.25613], [-23.58954, -10.05510, 16.70586], [-22.25719, -13.03332, 15.41037], [-26.41225, -14.12705, 17.06925], [-27.63457, -11.13265, 18.44253], [-18.02288, -8.98079, 10.84065], [-17.79658, -9.09016, 9.47767], [-16.62980, -9.85340, 9.10540], [-18.73695, -8.68135, 8.51172], [-18.66408, -9.06781, 7.37151], [-17.48564, -9.66482, 11.49759], [-19.07165, -8.82692, 11.09460], [-17.56941, -8.08827, 11.27178], [-16.70939, -10.88670, 9.44315], [-16.56746, -9.88874, 8.01776], [-15.71325, -9.42418, 9.51011], [-19.56575, -8.12841, 8.98027], [-34.68911, -15.69251, 23.75858], [-34.83756, -14.73845, 22.65100], [-33.69297, -14.63795, 21.77654], [-35.92957, -14.03989, 22.30468], [-36.99056, -14.15288, 22.87734], [-33.97953, -15.32428, 24.49952], [-34.30363, -16.65507, 23.42244], [-35.58367, -15.88582, 24.35060], [-32.81456, -14.55606, 22.41668], [-33.60726, -15.57891, 21.23308], [-33.60164, -13.79181, 21.09551], [-35.68959, -13.41084, 21.43353], [-30.34120, -5.14024, 17.74304], [-30.60980, -6.02383, 18.79913], [-29.93456, -5.70181, 20.08294], [-31.38652, -7.08051, 18.64190], [-31.63642, -7.84344, 19.59096], [-30.59597, -4.12076, 18.03263], [-30.78962, -5.43719, 16.79497], [-29.25995, -5.07149, 17.62357], [-30.28065, -4.91521, 20.75345], [-29.86516, -6.56283, 20.74772], [-28.86076, -5.62770, 19.91103], [-31.86746, -7.11909, 17.65225], [-18.55213, -16.33377, 13.23497], [-18.82013, -16.01021, 14.52591], [-18.25440, -17.01247, 15.45468], [-18.39570, -16.66750, 16.94686], [-18.32488, -15.30530, 17.25782], [-18.77663, -14.98753, 18.57865], [-18.70168, -17.38268, 12.97901], [-17.49822, -16.09499, 13.09223], [-19.12251, -15.63295, 12.62537], [-17.23464, -17.26301, 15.16239], [-18.76617, -17.94660, 15.22319], [-17.70714, -17.23722, 17.57088], [-19.38675, -16.98270, 17.27331], [-18.97022, -13.91511, 18.60220], [-18.05618, -15.30649, 19.33185], [-19.70357, -15.45980, 18.90397], [-19.14705, -6.45083, 17.68662], [-18.29084, -5.43374, 18.12896], [-18.45986, -4.17612, 17.49442], [-19.57420, -3.40838, 18.16799], [-20.82154, -4.04659, 17.74427], [-21.94187, -4.04002, 18.58148], [-19.20843, -6.71598, 16.63115], [-20.12663, -6.31581, 18.14520], [-18.76432, -7.28637, 18.27269], [-18.66177, -4.39771, 16.44646], [-17.49093, -3.67685, 17.49221], [-19.57143, -2.34777, 17.91662], [-19.54409, -3.45085, 19.25674], [-22.02243, -3.30817, 19.38523], [-21.90675, -4.93304, 19.20548], [-22.83429, -3.99634, 17.95716]],
  "total_charge": 0,
  "smiles": "O=C1C=C(O)C(=O)C=C1O.CN(C)C=O.CN(C)C=O.CN(C)C=O.COCCOC.COCCOC",
  "de_lowest_ev": 2.499,
  "max_force_ev_per_a": 3.9
}

5.
{
  "formula": "C24H62B2N2NaO4Sn",
  "method": "the ωB97M-V functional and the def2-TZVPD basis",
  "symbols": ["Na", "Sn", "B", "H", "H", "H", "H", "B", "H", "H", "H", "H", "C", "C", "N", "C", "C", "C", "C", "H", "H", "H", "H", "H", "H", "H", "H", "H", "H", "H", "H", "H", "H", "H", "C", "C", "N", "C", "C", "C", "C", "H", "H", "H", "H", "H", "H", "H", "H", "H", "H", "H", "H", "H", "H", "H", "C", "C", "O", "C", "H", "H", "H", "H", "H", "H", "C", "C", "O", "C", "H", "H", "H", "H", "H", "H", "C", "C", "O", "C", "H", "H", "H", "H", "H", "H", "C", "C", "O", "C", "H", "H", "H", "H", "H", "H"],
  "xyz": [[0.81034, -1.27715, 0.30629], [-3.26308, -1.94561, -0.25516], [-1.13572, 0.31987, 0.51629], [-1.18214, -0.65307, 1.07519], [-0.30538, 0.98681, 0.94683], [-0.97209, 0.09277, -0.57317], [-2.13506, 0.88037, 0.63009], [-0.58960, -3.41036, -0.18753], [-0.69641, -2.84836, 0.77478], [-1.42203, -4.21565, -0.20180], [-0.71432, -2.68923, -1.04395], [0.43084, -3.92862, -0.25036], [3.64946, -3.57916, 0.28949], [2.85615, -3.46849, 1.56200], [2.59494, -2.11927, 2.04981], [3.77608, -1.31829, 2.39460], [4.69641, -1.93326, 3.46550], [1.59669, -2.20436, 3.12222], [1.10837, -0.84776, 3.62452], [4.65610, -3.15510, 0.34734], [3.19510, -3.01147, -0.52209], [3.74658, -4.63092, 0.02372], [1.91072, -3.97095, 1.34245], [3.26366, -4.06560, 2.39006], [4.33235, -1.13326, 1.47356], [3.43032, -0.30653, 2.60582], [5.10128, -2.90970, 3.20251], [5.52080, -1.24727, 3.66112], [4.18973, -2.08580, 4.42068], [1.98399, -2.84332, 3.92617], [0.68624, -2.68703, 2.75624], [1.90807, -0.27597, 4.09183], [0.24560, -0.94069, 4.28174], [0.76661, -0.31677, 2.73207], [2.57933, 1.69827, 0.26513], [2.24232, 1.28520, -1.15649], [2.50162, -0.14608, -1.41726], [1.84033, -0.56472, -2.64156], [1.90574, -2.08953, -2.83680], [3.96861, -0.37864, -1.39870], [4.74322, 0.25638, -2.55120], [2.39239, 2.75480, 0.46013], [3.64809, 1.61952, 0.48448], [2.07008, 1.07314, 1.00130], [1.16371, 1.43429, -1.25283], [2.77006, 1.96115, -1.83506], [2.30496, -0.20833, -3.57001], [0.79276, -0.26939, -2.69145], [1.47682, -2.35745, -3.80641], [1.30262, -2.62662, -2.10665], [2.93275, -2.44114, -2.92540], [4.44786, -0.11018, -0.46080], [4.08766, -1.45849, -1.47079], [5.79035, -0.04905, -2.56319], [4.36491, -0.01299, -3.53800], [4.74411, 1.34658, -2.50872], [-0.77751, 3.41320, -1.65612], [-0.06697, 3.99947, -0.47295], [0.99821, 4.56176, -0.60934], [-0.78618, 3.97086, 0.83792], [-0.12433, 3.27077, -2.51529], [-1.58919, 4.06139, -1.99187], [-1.18579, 2.44196, -1.36528], [-0.97252, 2.94736, 1.17134], [-1.70673, 4.53501, 0.67794], [-0.17019, 4.34439, 1.65477], [-5.04583, 2.26962, 0.40594], [-4.53097, 1.91717, -0.97360], [-3.93185, 0.87031, -1.12112], [-4.67591, 2.93472, -2.08988], [-4.34955, 1.79806, 1.10073], [-6.04437, 1.85448, 0.54588], [-5.02505, 3.33722, 0.61862], [-3.66125, 3.21490, -2.37030], [-5.29605, 3.77289, -1.78756], [-5.10008, 2.44971, -2.96975], [-4.93665, -0.42620, 4.50241], [-3.84328, -0.28220, 3.47879], [-3.78863, -1.05693, 2.53190], [-2.86566, 0.87885, 3.55307], [-5.78799, -0.88980, 4.01245], [-5.16817, 0.52655, 4.97364], [-4.50764, -1.08396, 5.26321], [-3.27390, 1.75475, 3.05472], [-1.90312, 0.58130, 3.14341], [-2.74316, 1.01017, 4.63114], [-1.41409, 0.95250, -3.80751], [-2.49427, -0.11563, -3.94272], [-2.43679, -1.12935, -3.28345], [-3.64412, 0.16522, -4.89472], [-0.93512, 0.86741, -2.83521], [-1.82883, 1.95152, -3.93136], [-0.65719, 0.77090, -4.57345], [-3.25872, 0.22272, -5.91356], [-4.24236, 1.03505, -4.62891], [-4.33908, -0.67560, -4.88252]],
  "total_charge": 1,
  "total_energy_ev": -48655.1973,
  "max_force_ev_per_a": 3.2
}